No. 1
61
Properties=species:S:1:pos:R:3 method="wB97M-V/def2-TZVPD" spin_multiplicity=2 e_tot_ha=-4151.81095 e_above_lowest_ev=1.074 homo_energy_ev="-6.38 / -6.34" homo_lumo_gap_ev="6.453 / 2.988" s2=0.786
C -1.4015 -2.4134 2.8106
C -0.0679 3.2688 1.3178
H -2.7400 -1.2113 -3.5283
Sr 0.4204 0.0580 0.3535
Ge -2.2023 1.1987 0.8305
O -1.5810 0.0986 -0.6958
C 0.9774 2.9029 2.3820
C -1.2467 3.9710 2.0017
B 0.7444 -2.4776 0.3061
C 4.7207 -1.5106 -2.5294
C 2.6172 -2.7047 -2.4637
N 2.9165 -0.4877 -1.4521
C -3.3852 -0.9140 2.9444
H -1.7242 -1.0907 5.1494
H -3.8641 1.0612 -1.7067
O -0.4874 2.1056 0.6570
C 4.5762 -3.6853 -3.4775
H 1.2765 3.7854 2.9427
H -1.7727 -1.9823 -2.2509
H -0.2697 -0.4534 4.3665
H -3.8049 -1.5688 3.7042
H 0.9408 5.1120 0.7734
C -0.6768 0.4650 -2.8880
H -0.2493 1.4203 -2.5808
O -1.2954 -0.1656 1.9700
H -3.7359 0.1032 3.1219
H 2.6721 -4.6527 -3.3202
H 0.0660 -0.3237 -2.7391
F -0.1739 -3.1746 -0.3707
H -1.8638 -3.0436 3.5663
H 6.3617 -2.4923 -3.4945
H -1.6723 3.3231 2.7672
H -2.5687 2.2274 -2.0230
C 3.2335 -3.7560 -3.1054
S 5.4135 -0.0028 -2.0000
C -1.9312 0.1646 -2.0509
C 3.3618 -1.5684 -2.1477
S 3.6559 1.7783 -0.3234
H 1.5777 -2.7337 -2.1768
C 0.5443 4.2267 0.2845
H -1.6875 -2.7725 1.8236
H 0.5557 2.1790 3.0783
H 1.8628 2.4775 1.9110
C -2.5028 -1.2001 -2.4670
C -1.3605 -0.4487 4.3498
H 1.3537 3.7382 -0.2554
H -3.4101 -1.4076 -1.8984
H -0.3185 -2.4799 2.9108
H -2.0216 4.1898 1.2686
C -1.8521 -0.9522 2.9839
H 5.0323 -4.5165 -3.9915
F 1.5588 -3.3445 0.9039
H -0.9254 4.9026 2.4617
C 5.3266 -2.5569 -3.2030
C 3.8470 0.4019 -1.2577
C -2.9762 1.2568 -2.3059
H -0.9318 0.5236 -3.9428
H -0.2175 4.5397 -0.4285
H -3.2513 1.2836 -3.3565
H -3.7323 -1.2400 1.9639
H -1.7110 0.5685 4.5263



No. 2
54
Properties=species:S:1:pos:R:3 method="wB97M-V/def2-TZVPD" spin_multiplicity=1 e_tot_ha=-1218.82224 e_above_lowest_ev=0.000 homo_energy_ev="-6.54 / -6.54" homo_lumo_gap_ev="6.040 / 6.064"
H 4.7570 -2.1969 0.2616
H 2.1417 -3.2283 -1.7263
C -0.4650 2.0445 -2.5279
H 0.0224 4.2889 4.1796
H -2.6388 3.4668 4.2087
H 2.9118 2.3557 -2.3725
C -0.4366 3.4581 3.6602
H -1.5326 -2.5473 -3.7837
C 1.6962 2.4314 2.5257
C 0.4456 0.4927 -0.9438
C -2.9908 0.9492 2.6125
H 1.9496 2.5865 1.4669
H -1.3327 2.4619 -3.0630
H 0.0580 -3.0681 2.7717
H 3.0855 0.7364 0.5296
N -2.4086 -1.8479 -2.0386
H -2.4654 1.0724 -0.3510
H 1.8011 -1.6223 -2.4286
H 3.4955 -2.1399 -2.1821
Ba -0.1592 -0.6773 1.6591
N -0.6687 1.7392 2.2135
H -0.3973 -2.4338 -2.4079
H -1.3129 -1.4087 -0.3390
C 0.2417 2.5898 2.7769
C -2.0576 0.5133 -1.2214
H -0.9344 -0.9421 -3.2312
C -1.7946 3.0308 3.6768
H -2.2539 -3.7608 -1.0989
H 3.5651 -3.3388 0.9436
H -3.8427 1.1903 3.2655
H 0.5192 -2.7155 3.2930
C 2.8597 0.2539 -0.4394
H -2.7679 0.7208 -2.0436
H -3.3618 0.9454 1.5763
C 1.7195 0.9458 -1.1852
C 3.7926 -2.2682 0.7927
C 2.4758 -2.1790 -1.7591
H -3.8792 -3.0299 -1.1179
H -3.0870 -1.1424 -0.2313
H -3.1824 -3.7091 -2.6131
P 2.3680 -1.4797 -0.0691
H 2.2727 3.1531 3.1242
H 3.9110 -1.8172 1.7931
C -2.9569 -3.1539 -1.6971
C 1.9038 1.9858 -2.1320
H 3.8063 0.2397 -0.9972
C -2.2018 -1.0046 -0.8840
C 0.8108 2.4993 -2.8288
C -1.2537 -1.9421 -2.9124
H 2.0861 1.4298 2.8050
H 0.9556 3.2501 -3.6248
C -0.6628 1.0023 -1.5692
H -2.7224 -0.1031 2.8691
C -1.8844 1.9231 2.8151



No. 3
63
Properties=species:S:1:pos:R:3 method="wB97M-V/def2-TZVPD" spin_multiplicity=3 e_tot_ha=-2526.80402 e_above_lowest_ev=2.243 homo_energy_ev="-2.14 / -4.74" homo_lumo_gap_ev="2.522 / 5.081" s2=2.007
C -0.0241 0.9136 1.9594
H -1.3679 -4.5590 -3.6741
H 1.9478 0.3329 -2.4263
H -0.1102 -2.4242 -5.5298
H 1.5741 0.7544 -6.6322
H 2.6980 -3.9199 -4.4620
H 1.8402 3.1125 -2.0827
H -1.0016 -2.2928 -1.9869
C 0.6509 0.2350 -6.3405
C 2.3920 -3.3455 -3.5780
C 1.2305 0.7214 2.8555
H 0.5268 -1.3974 -1.9053
F 0.9737 0.0450 4.0013
P 0.6115 -3.2084 -3.5450
H 0.3282 -0.3666 -7.1983
F -1.2656 -1.1217 2.4264
C -1.7592 1.2316 -6.4175
C -1.5657 -1.0776 -4.8061
C -0.1638 -1.5805 -4.8170
H -1.3384 2.2783 -1.5125
F 1.7397 1.9456 3.1806
H -1.7023 -2.0587 -6.7762
H 0.0567 -5.4292 -3.0040
H -1.8650 -0.1641 -8.0632
H -1.7980 3.1855 -0.0399
H 0.4143 -3.0194 -1.1642
H 2.6875 -3.8732 -2.6627
C -0.6167 -0.4313 1.4583
C -0.2873 -4.7332 -3.7800
C -2.3305 -0.0040 -7.0802
H 0.1599 0.9409 -2.2262
C -1.0537 3.0990 -0.8409
H 0.0361 2.3019 -5.8275
F 0.3604 -1.2250 0.9512
H 1.2162 -0.0571 -4.2426
F -1.5293 1.1806 3.8101
Pd -1.5684 0.8239 -4.5655
F -1.4895 -0.1904 0.4382
H -0.0738 -5.1388 -4.7767
P 0.5416 2.8143 -0.1380
H 1.3750 5.0030 0.1415
H 0.4400 4.4555 1.5621
C 1.2253 1.0450 -2.0312
F -2.1975 1.9181 1.8475
C -0.3755 1.2952 -5.9906
F 2.1990 0.0681 2.1726
O 0.5106 1.5092 0.7484
C -1.1143 1.7563 2.6602
H 1.8835 -1.2566 -5.3586
C 1.7208 2.2517 -1.3979
C -2.2287 -1.2812 -6.2077
F -0.6602 3.0080 2.9572
C 0.0924 -2.4039 -2.0128
H 2.8646 -2.3529 -3.6002
H -3.3969 0.1902 -7.2699
H -2.2437 2.1975 -6.6326
H -2.1677 -1.5793 -4.0315
H 2.6743 2.0793 -0.8604
C 1.1784 4.1559 0.8111
H -1.0264 4.0346 -1.4137
C 0.9802 -0.6708 -5.1229
H 2.1071 3.8650 1.3138
H -3.2387 -1.6684 -6.0223



No. 4
61
Properties=species:S:1:pos:R:3 method="wB97M-V/def2-TZVPD" spin_multiplicity=1 e_tot_ha=-1915.34066 homo_energy_ev=-8.53 homo_lumo_gap_ev=8.714
H -3.6358 3.0316 -0.7616
C -2.5681 -0.7640 2.1253
H 0.8464 -2.9022 -0.7601
C 2.0916 5.6152 -0.7219
C -2.6363 -0.2413 -2.0385
H -3.5694 -0.5974 -2.4587
H 0.0219 0.0746 6.0457
H -0.2067 0.4275 7.7716
H 0.5447 0.1890 -1.2172
H -0.8362 -3.1966 -2.0903
C 0.4669 1.2021 -3.0600
C -0.3326 -3.6570 0.8009
H 0.3178 3.0462 -3.0127
C 3.8093 -2.9387 -5.5686
H -0.7167 -1.1683 2.9911
H -1.1288 -0.9935 -0.7268
N -3.1676 -0.3134 1.2565
H 1.5897 -4.2056 0.1834
H -3.9816 2.0924 0.7029
P 0.6628 -1.5730 -3.0115
C -1.9024 -0.2995 6.7831
H 0.6679 2.0392 1.8209
H 1.5667 2.5522 3.2628
H 1.4974 6.0906 0.0555
N -3.0387 -0.3407 6.6227
C -1.7694 -1.3651 3.1792
C -1.0092 -2.2051 -2.4958
H -2.4840 -2.0648 -0.9414
H 2.4448 2.0608 1.8019
N 3.3283 3.5446 0.2596
H 2.0324 0.1569 -2.0968
N 1.5691 -0.5848 3.3013
C 2.7801 4.4561 -0.1727
N -1.3598 -3.9193 1.2430
C 0.9528 0.0679 -2.2201
C -3.3631 2.8822 0.2809
H -3.5294 3.8043 0.8336
H -2.0919 0.2724 -2.8274
H -1.9360 -2.4386 3.1971
N -0.8583 2.1940 0.4398
H 1.4552 -2.5770 0.8762
H 2.8198 6.3272 -1.1042
H 1.4383 5.2942 -1.5278
N 2.9590 -4.2329 -3.4727
I -2.1284 -2.5898 -4.3048
H 4.7959 -3.2963 -5.8556
H 1.5330 -2.3649 -2.2374
O 0.8946 2.4008 -2.5827
C 3.3432 -3.6660 -4.3971
H -2.8289 0.4715 -1.2457
H -0.0899 -1.2521 7.2131
H 3.1154 -3.0917 -6.3921
C -0.4565 -0.2586 6.9652
C 1.5760 0.4968 2.9099
H -2.0485 -0.9381 4.1406
C 0.9681 -3.3149 0.2399
C -1.9626 2.4981 0.3724
H 3.8613 -1.8760 -5.3422
O -0.2726 1.1208 -4.0252
C 1.5646 1.8675 2.4166
C -1.8115 -1.3963 -1.4725



Repeat the fourth record exactly.
61
Properties=species:S:1:pos:R:3 method="wB97M-V/def2-TZVPD" spin_multiplicity=1 e_tot_ha=-1915.34066 homo_energy_ev=-8.53 homo_lumo_gap_ev=8.714
H -3.6358 3.0316 -0.7616
C -2.5681 -0.7640 2.1253
H 0.8464 -2.9022 -0.7601
C 2.0916 5.6152 -0.7219
C -2.6363 -0.2413 -2.0385
H -3.5694 -0.5974 -2.4587
H 0.0219 0.0746 6.0457
H -0.2067 0.4275 7.7716
H 0.5447 0.1890 -1.2172
H -0.8362 -3.1966 -2.0903
C 0.4669 1.2021 -3.0600
C -0.3326 -3.6570 0.8009
H 0.3178 3.0462 -3.0127
C 3.8093 -2.9387 -5.5686
H -0.7167 -1.1683 2.9911
H -1.1288 -0.9935 -0.7268
N -3.1676 -0.3134 1.2565
H 1.5897 -4.2056 0.1834
H -3.9816 2.0924 0.7029
P 0.6628 -1.5730 -3.0115
C -1.9024 -0.2995 6.7831
H 0.6679 2.0392 1.8209
H 1.5667 2.5522 3.2628
H 1.4974 6.0906 0.0555
N -3.0387 -0.3407 6.6227
C -1.7694 -1.3651 3.1792
C -1.0092 -2.2051 -2.4958
H -2.4840 -2.0648 -0.9414
H 2.4448 2.0608 1.8019
N 3.3283 3.5446 0.2596
H 2.0324 0.1569 -2.0968
N 1.5691 -0.5848 3.3013
C 2.7801 4.4561 -0.1727
N -1.3598 -3.9193 1.2430
C 0.9528 0.0679 -2.2201
C -3.3631 2.8822 0.2809
H -3.5294 3.8043 0.8336
H -2.0919 0.2724 -2.8274
H -1.9360 -2.4386 3.1971
N -0.8583 2.1940 0.4398
H 1.4552 -2.5770 0.8762
H 2.8198 6.3272 -1.1042
H 1.4383 5.2942 -1.5278
N 2.9590 -4.2329 -3.4727
I -2.1284 -2.5898 -4.3048
H 4.7959 -3.2963 -5.8556
H 1.5330 -2.3649 -2.2374
O 0.8946 2.4008 -2.5827
C 3.3432 -3.6660 -4.3971
H -2.8289 0.4715 -1.2457
H -0.0899 -1.2521 7.2131
H 3.1154 -3.0917 -6.3921
C -0.4565 -0.2586 6.9652
C 1.5760 0.4968 2.9099
H -2.0485 -0.9381 4.1406
C 0.9681 -3.3149 0.2399
C -1.9626 2.4981 0.3724
H 3.8613 -1.8760 -5.3422
O -0.2726 1.1208 -4.0252
C 1.5646 1.8675 2.4166
C -1.8115 -1.3963 -1.4725